Record 1
DFT (the ωB97M-V functional and the def2-TZVPD basis) results for a 2-piece molecular cluster, C33H29N3O3 overall in a non-equilibrium geometry.

XYZ file:
```
68
Properties=species:S:1:pos:R:3:forces:R:3:mulliken_charge:R:1
C -0.943719 4.183720 -3.207555 0.2 -0.7 0.1 -0.758
C -1.439749 4.571908 -4.427131 0.2 0.0 0.2 -0.194
C -1.143198 3.817808 -5.576050 -0.1 0.2 -0.2 -0.070
N -1.660530 4.295122 -6.828239 -0.4 0.4 -1.1 0.936
O -1.372708 3.668239 -7.875609 -0.6 1.0 1.5 -0.637
O -2.371821 5.331336 -6.816736 1.1 -1.7 -0.3 -0.636
C -0.308723 2.689764 -5.518157 0.1 0.1 0.0 -0.491
C 0.216363 2.298365 -4.302263 -0.7 0.3 0.6 -0.421
C -0.200151 2.928793 -3.050142 -0.8 0.8 -1.5 0.415
O -0.023621 2.393751 -1.924473 0.4 0.4 0.2 -0.731
H -1.167545 4.771555 -2.316294 0.0 -0.3 -0.1 0.341
H -2.062963 5.466208 -4.521800 0.3 -0.4 0.0 0.408
H -0.092489 2.120820 -6.431238 -0.1 0.4 0.4 0.404
H 0.849427 1.421005 -4.228654 0.0 0.0 -0.1 0.487
C -1.490826 -5.324938 -2.122622 0.0 0.3 0.4 -0.962
N -2.194606 -4.040410 -2.167972 0.6 -0.6 -0.9 0.242
C -3.564870 -4.041250 -1.812319 -0.7 0.5 0.3 0.410
C -4.002699 -4.689009 -0.649222 -0.2 0.4 0.0 -0.132
C -5.328142 -4.522028 -0.231901 0.0 -0.1 -0.4 -0.652
C -6.236408 -3.816013 -1.032394 0.4 0.0 -0.3 -0.411
C -5.805974 -3.238624 -2.240065 0.2 -0.1 0.3 -0.573
C -4.459914 -3.308596 -2.603382 0.0 -0.3 0.2 -0.279
C -1.416776 -2.923238 -1.798069 0.0 0.7 0.1 0.250
C -1.341554 -1.774117 -2.612301 -0.3 -0.6 0.4 -0.421
C -0.563523 -0.708351 -2.215706 0.4 0.6 0.1 -0.644
C 0.160233 -0.714651 -0.977361 -0.3 -0.7 -0.1 0.628
C 1.005877 0.373026 -0.640184 0.2 -0.2 0.3 0.078
C 1.809006 0.544574 0.513229 0.9 -0.3 0.5 -0.078
C 2.134862 1.870971 0.976832 -0.2 -0.3 -0.2 -1.005
C 2.822913 2.072514 2.160349 -0.1 -0.5 -0.1 -0.364
C 3.372526 0.952006 2.836378 -0.4 0.1 0.4 1.195
N 4.012082 1.113326 4.064494 0.7 -0.2 -0.9 0.231
C 5.036128 0.135582 4.421378 -0.3 0.0 0.0 -1.327
C 3.362154 1.771822 5.132206 -0.5 0.5 0.6 -0.004
C 2.792821 0.995430 6.155520 -0.1 0.4 -0.3 0.003
C 2.101323 1.624305 7.189854 0.3 0.3 0.0 -0.659
C 2.063348 3.026120 7.262114 0.2 -0.1 -0.4 -0.425
C 2.676455 3.795059 6.256102 -0.2 -0.3 0.2 -0.692
C 3.289873 3.168249 5.170080 0.0 -0.3 0.2 -0.189
C 3.243806 -0.341849 2.286024 -0.2 0.0 -0.5 -0.148
C 2.436869 -0.552095 1.176761 0.2 0.6 0.4 -1.200
C -0.031671 -1.844679 -0.127342 0.2 0.2 -0.3 -1.020
C -0.750858 -2.934503 -0.564884 0.1 0.0 0.3 -0.420
H -0.512966 -5.170731 -2.597326 -0.3 -0.3 0.1 0.329
H -1.328018 -5.654128 -1.080620 0.0 -0.3 -0.4 0.389
H -2.070720 -6.078745 -2.680516 0.3 0.3 0.3 0.289
H -3.290842 -5.269221 -0.049976 -0.4 0.3 -0.2 0.250
H -5.650951 -4.962027 0.712984 0.0 0.1 -0.3 0.348
H -7.276583 -3.713379 -0.724676 0.3 -0.1 -0.1 0.368
H -6.510173 -2.733950 -2.902003 0.1 -0.1 0.3 0.364
H -4.062594 -2.830331 -3.504412 -0.3 -0.2 0.3 0.301
H -1.935088 -1.755418 -3.526834 0.3 0.1 0.2 0.442
H -0.506537 0.179410 -2.852829 0.1 -0.2 0.3 0.158
H 1.019693 1.206669 -1.338762 -0.4 0.2 -0.2 0.500
H 1.808351 2.728481 0.379390 -0.1 -0.4 0.2 0.532
H 2.991987 3.068144 2.583311 -0.2 -0.5 -0.5 0.091
H 5.685325 0.559513 5.199796 -0.3 -0.2 -0.2 0.282
H 4.573108 -0.794585 4.783583 0.4 0.0 0.0 0.449
H 5.624207 -0.061972 3.518461 0.0 -0.1 0.3 0.461
H 2.859449 -0.094421 6.086815 -0.1 0.4 0.1 0.304
H 1.612020 1.014326 7.949038 0.1 0.2 -0.1 0.354
H 1.551402 3.514931 8.092825 0.2 -0.1 -0.3 0.373
H 2.684691 4.883081 6.317951 -0.1 -0.3 0.0 0.360
H 3.735805 3.724221 4.342318 -0.1 0.0 0.5 0.442
H 3.733115 -1.187038 2.765406 -0.2 0.2 -0.2 0.390
H 2.333268 -1.562900 0.791871 0.1 0.3 0.0 0.673
H 0.397600 -1.835623 0.871890 -0.3 -0.1 -0.2 0.806
H -0.876575 -3.801338 0.081061 0.0 0.2 -0.1 0.258
```
Forces are in eV/Å.

Properties
spin multiplicity: 1

Record 2
DFT (the ωB97M-V functional and the def2-TZVPD basis) results for an isolated molecule of C7H7NOS in a non-equilibrium geometry.

XYZ file:
```
17
Properties=species:S:1:pos:R:3:forces:R:3:mulliken_charge:R:1
O 1.117949 -1.970732 -1.749596 -0.3 -0.6 0.7 -0.419
C 0.438852 -2.384230 -0.854155 -2.1 4.8 -1.1 0.009
C -0.893604 -1.335644 -0.208477 3.2 -0.6 -2.1 -0.129
S -1.801667 -0.489376 -1.541505 -0.4 -0.5 -0.2 -0.198
C -0.702054 0.949518 -1.529027 -0.4 -0.8 2.9 -0.624
N -0.230521 0.975093 -0.139935 0.4 -0.2 -0.3 0.074
C 0.489778 1.890445 0.595001 -0.3 0.9 -0.1 -0.347
C 0.804308 1.275813 1.802246 -1.1 -0.3 -3.8 -0.532
C 0.398886 -0.059717 1.699160 0.0 -1.8 2.5 -0.665
C -0.297058 -0.220086 0.529255 1.1 0.7 0.3 -0.081
H 0.540026 -3.310294 -0.396585 0.3 -2.1 1.1 0.423
H -1.392849 -1.990413 0.431935 -1.6 -0.9 0.7 0.475
H -1.097082 1.882412 -1.742380 -1.8 1.6 -0.4 0.522
H 0.068338 0.856701 -2.190657 2.3 -0.8 -1.7 0.360
H 0.683617 2.954415 0.251971 -0.4 -1.7 0.4 0.322
H 1.293634 1.794189 2.506592 1.7 1.3 2.7 0.520
H 0.579448 -0.818094 2.536157 -0.5 1.1 -1.6 0.292
```
Forces are in eV/Å.

Properties
SMILES: O=C[C@@H]1SCn2cccc21
spin multiplicity: 1

What did we get for energy above the lowest of the compared OMol25 structures with the same formula, charge and spin? Answer: 0.243; 1.169 eV, in the order shown.
What did we get for Kohn-Sham gap? Answer: 4.17; 8.73 eV, in the order shown.